Record 1
The following is a DFT calculation (wB97M-V/def2-TZVPD) of a cluster of 2 separate species, C19H30N6O4 in total.

Geometry as XYZ:
```
59
C19H30N6O4 wB97M-V/def2-TZVPD
H 0.183 -0.192 7.331
H -0.667 -1.135 -7.487
H -0.395 1.279 8.145
H -2.298 2.607 4.045
H 5.879 2.554 3.994
H -1.165 2.053 1.281
O 3.420 4.337 3.495
C -1.263 1.234 1.995
H -0.817 0.336 1.564
C -0.357 -2.140 -7.219
C -0.081 -4.103 -6.127
N 3.221 2.127 3.882
H 5.801 3.973 2.924
C -1.240 2.819 3.887
C -0.552 1.584 3.302
N -2.274 -1.597 -4.573
C -0.737 -2.901 -6.014
C -2.402 -0.500 -5.550
O -1.299 -2.197 -1.101
C 0.485 -2.915 -7.975
H -0.799 3.098 4.839
N -1.592 -3.737 -3.980
H 5.414 2.357 2.284
H -1.146 3.655 3.193
O -0.375 -0.165 -1.440
C -2.514 -0.456 -2.370
H -2.265 0.462 -2.907
C 1.556 1.154 5.439
C 0.949 1.809 3.033
N 0.825 1.612 6.463
C 5.355 3.006 3.155
H -0.427 -2.306 -0.695
H 3.701 1.240 3.900
N -0.140 -5.088 -5.251
H 0.943 -2.637 -8.922
O 1.992 0.010 5.406
C -1.284 -0.955 -1.627
H -2.756 -0.879 -6.514
H 1.212 -4.904 -7.585
C -3.095 -1.491 -3.338
H 1.343 0.901 2.573
H -0.679 0.751 3.992
H -3.226 -2.447 -2.820
H 1.299 0.764 8.322
H 1.064 2.622 2.315
H -2.318 1.043 2.185
C 1.808 2.126 4.275
H 1.547 3.128 4.618
H -3.272 -0.212 -1.623
C 3.905 3.213 3.523
H 0.520 2.572 6.426
H -4.105 -1.176 -3.623
H -0.985 -5.644 -3.441
H -3.124 0.249 -5.209
C -1.521 -2.751 -4.867
C 0.454 0.821 7.635
C -0.908 -4.859 -4.188
N 0.644 -4.114 -7.293
H -1.441 0.006 -5.682
```

Properties
- Kohn-Sham gap (eV) = 8.550
- total charge = 0
- SMILES string = CN(CCC(=O)O)c1ncnc2[nH]ccc12.CNC(=O)[C@H](CC(C)C)NC(C)=O

***

Record 2
The following is a DFT calculation (wB97M-V/def2-TZVPD) of a structure of composition C52H44AsF8N4O3OsS.

Geometry as XYZ:
```
114
C52H44AsF8N4O3OsS wB97M-V/def2-TZVPD
C -1.507 2.079 1.510
H 5.141 -2.436 1.764
H 3.305 2.666 -6.132
H -0.446 -6.949 -1.088
H 4.085 1.077 -6.074
C -5.815 0.980 -2.927
C -0.922 -1.731 -3.954
C 3.767 0.313 3.164
C 3.270 0.559 -2.064
C 4.027 -0.381 -1.153
H 4.242 3.258 1.040
H 1.927 -3.291 -3.022
F -6.070 2.934 -4.221
F -2.512 2.628 -1.182
C -4.536 -0.698 6.023
C 6.210 -0.134 2.718
H 3.581 -0.449 -0.164
H -3.786 -2.128 -1.696
N -3.127 -1.345 2.037
C 2.070 2.325 -3.828
C 0.939 -1.760 -1.904
H -1.646 -1.708 -4.759
C -0.417 -5.991 -0.586
C 2.057 1.174 -1.715
F -4.991 0.551 6.171
H 0.373 3.849 -2.070
C -0.297 -3.475 0.651
H -2.333 -6.071 -2.540
C -3.571 2.047 -1.762
F -3.830 3.979 -3.065
O -0.323 -0.333 2.606
H -0.363 2.364 -1.483
H 4.773 0.340 -3.560
C 3.258 1.715 -4.199
H 1.678 6.536 3.257
H 1.175 -4.348 1.915
C 3.914 2.002 -5.522
H -0.093 6.456 3.305
H -1.637 1.441 0.634
C 1.079 -2.618 -2.983
H -2.380 2.725 1.577
H 4.067 -1.383 -1.587
H -2.874 -2.665 5.109
H -4.333 0.227 1.461
C -4.538 -0.163 3.563
S 0.348 -1.624 2.499
F -5.512 -0.974 -1.667
C 0.172 2.803 -2.315
C -2.284 -5.134 -1.999
C 3.048 -2.118 2.035
H 3.597 1.730 0.439
C -3.945 0.762 -1.368
C -0.243 2.893 1.415
C 2.075 -1.245 2.502
C -3.155 -4.121 -2.278
C -5.096 0.264 -1.992
H -0.481 2.788 -3.189
H 2.779 -3.068 1.595
C 0.782 6.346 2.666
C 4.761 -0.531 2.671
H 6.342 0.827 3.211
H -1.474 1.456 2.402
H 1.655 -1.784 -1.091
H 1.665 0.606 3.505
C 2.105 3.235 0.916
H 2.911 5.108 1.541
F -3.525 -0.872 6.883
C -1.313 -4.971 -0.985
H 1.595 3.027 -4.506
H 4.041 1.266 3.602
C 0.448 -5.759 0.445
C -1.068 -0.872 -2.876
C 3.468 2.811 0.415
H 6.795 -0.883 3.252
H 6.622 -0.059 1.710
H -5.259 0.624 3.729
C 2.018 4.492 1.501
N -2.157 -2.732 -0.625
C -3.223 -2.000 4.331
C -1.258 -3.726 -0.341
C -4.088 -0.958 4.604
C 0.836 4.980 2.039
C 1.454 2.071 -2.606
H 0.247 -3.297 -4.843
N -0.376 -0.026 -0.720
F -5.520 -1.536 6.377
C -0.148 -0.885 -1.828
H -1.890 -0.166 -2.845
C 0.507 -4.499 1.079
C -2.786 -2.170 3.036
C -4.265 2.770 -2.717
C -4.026 -0.378 2.300
C 3.841 0.833 -3.298
F -6.909 0.452 -3.471
C 0.948 2.439 0.825
H -3.916 -4.225 -3.037
Os -1.734 -0.885 0.379
C -3.077 -2.928 -1.540
C 2.430 -0.041 3.101
N -0.284 -2.147 1.074
H 1.116 -6.542 0.778
H 4.887 2.472 -5.366
C 0.142 -2.618 -4.007
O 0.122 -2.574 3.554
H -2.128 -2.991 2.794
H -1.211 4.503 2.423
C -5.397 2.243 -3.305
H 3.628 3.149 -0.610
O -3.341 0.056 -0.433
As 1.225 0.680 -0.003
C 4.380 -1.756 2.129
H 0.732 7.115 1.892
C -0.279 4.160 1.987
H 5.056 -0.034 -1.038
```

Properties
- Kohn-Sham gap (alpha / beta) (eV) = 5.618 / 5.671
- total charge = +1

***

Record 3
The following is a DFT calculation (wB97M-V/def2-TZVPD) of a structure of composition C4H10N2S2.

Geometry as XYZ:
```
18
C4H10N2S2 wB97M-V/def2-TZVPD
N 3.012 -0.324 -1.091
C -2.117 0.007 1.867
C -0.621 1.159 -0.010
H -3.273 0.712 1.401
H 0.638 -0.241 -2.661
H -0.413 -0.542 1.256
H -1.247 2.099 -0.401
H -1.117 0.639 -0.771
S 1.077 1.621 -0.536
C -0.828 0.514 1.427
H -0.266 1.250 1.887
H -1.957 0.155 3.182
S 1.068 -2.620 -1.962
H 3.265 0.446 -0.410
C 1.673 -0.120 -0.946
H 2.612 -2.428 -1.969
N 0.733 -0.938 -1.659
H -2.239 -1.388 1.396
```

Properties
- Kohn-Sham gap (eV) = 9.285
- total charge = 0

***

Record 4
The following is a DFT calculation (wB97M-V/def2-TZVPD) of the molecule C6H8.

Geometry as XYZ:
```
14
C6H8 wB97M-V/def2-TZVPD
C 1.831 -1.320 -0.475
H 2.891 -1.362 -0.241
H 0.736 0.603 2.043
C -1.705 -0.025 0.313
H 1.423 1.638 0.695
H -1.402 1.649 -1.163
C 1.016 -0.475 0.131
H -2.109 -1.033 0.292
C -0.252 0.207 0.114
H -1.170 -0.032 -1.848
C -1.191 0.603 -0.965
C 0.872 0.740 0.969
H -2.198 0.649 1.010
H 1.462 -1.983 -1.253
```

Properties
- Kohn-Sham gap (eV) = 10.394
- total charge = 0
- SMILES string = C=C1CC12CC2

***

Record 5
The following is a DFT calculation (wB97M-V/def2-TZVPD) of a structure of composition C8H12N4O4SZn.

Geometry as XYZ:
```
30
C8H12N4O4SZn wB97M-V/def2-TZVPD
H 3.630 -12.310 -5.283
H 5.309 -4.167 0.868
H 3.311 -11.090 -6.468
H -0.172 -5.200 -4.318
N 3.855 -6.330 -0.967
S 3.070 -9.990 -0.203
H 3.544 -3.992 1.061
C 6.576 -8.096 -2.580
C 4.073 -5.354 -0.386
C 7.863 -8.362 -2.006
H 8.656 -8.025 -2.675
C 0.713 -5.487 -4.885
Zn 3.541 -8.228 -2.093
N 2.332 -6.850 -3.376
N 5.532 -7.947 -2.924
H 4.894 -11.141 -5.844
H 1.255 -4.621 -5.265
C 1.666 -6.205 -4.057
N 3.122 -9.629 -3.656
C 4.357 -4.096 0.342
O 2.337 -8.816 -0.710
O 4.304 -9.663 -0.923
O 3.277 -9.891 1.269
C 3.426 -10.354 -4.493
O 2.537 -11.267 -0.555
C 3.855 -11.276 -5.542
H 4.473 -3.304 -0.397
H 0.396 -6.233 -5.615
H 8.009 -7.859 -1.050
H 7.928 -9.424 -1.769
```

Properties
- Kohn-Sham gap (eV) = 6.617
- total charge = 0

***

Record 6
The following is a DFT calculation (wB97M-V/def2-TZVPD) of a cluster of 2 separate species, C3H8IO3SSi in total.

Geometry as XYZ:
```
17
C3H8IO3SSi wB97M-V/def2-TZVPD
H -1.972 -1.409 1.054
O 1.038 -2.299 0.636
H 2.347 0.291 1.155
O 0.605 -3.679 -1.503
I -1.195 3.349 0.852
H 0.186 2.741 -1.276
H -1.714 0.185 0.417
C -0.667 2.247 -1.044
C -1.586 -0.850 0.250
S 1.457 -2.623 -0.890
C 1.305 0.480 1.078
Si 0.358 -0.786 0.159
H -2.007 -1.124 -0.710
O 0.896 -1.185 -1.388
H 1.245 1.528 0.775
H -1.333 2.602 -1.792
H 1.037 0.532 2.226
```

Properties
- spin multiplicity = 3
- <S²> = 2.0109
- Kohn-Sham gap (alpha / beta) (eV) = 3.479 / 7.530
- total charge = -1

***

Copy entry 1 word for word.
The following is a DFT calculation (wB97M-V/def2-TZVPD) of a cluster of 2 separate species, C19H30N6O4 in total.

Geometry as XYZ:
```
59
C19H30N6O4 wB97M-V/def2-TZVPD
H 0.183 -0.192 7.331
H -0.667 -1.135 -7.487
H -0.395 1.279 8.145
H -2.298 2.607 4.045
H 5.879 2.554 3.994
H -1.165 2.053 1.281
O 3.420 4.337 3.495
C -1.263 1.234 1.995
H -0.817 0.336 1.564
C -0.357 -2.140 -7.219
C -0.081 -4.103 -6.127
N 3.221 2.127 3.882
H 5.801 3.973 2.924
C -1.240 2.819 3.887
C -0.552 1.584 3.302
N -2.274 -1.597 -4.573
C -0.737 -2.901 -6.014
C -2.402 -0.500 -5.550
O -1.299 -2.197 -1.101
C 0.485 -2.915 -7.975
H -0.799 3.098 4.839
N -1.592 -3.737 -3.980
H 5.414 2.357 2.284
H -1.146 3.655 3.193
O -0.375 -0.165 -1.440
C -2.514 -0.456 -2.370
H -2.265 0.462 -2.907
C 1.556 1.154 5.439
C 0.949 1.809 3.033
N 0.825 1.612 6.463
C 5.355 3.006 3.155
H -0.427 -2.306 -0.695
H 3.701 1.240 3.900
N -0.140 -5.088 -5.251
H 0.943 -2.637 -8.922
O 1.992 0.010 5.406
C -1.284 -0.955 -1.627
H -2.756 -0.879 -6.514
H 1.212 -4.904 -7.585
C -3.095 -1.491 -3.338
H 1.343 0.901 2.573
H -0.679 0.751 3.992
H -3.226 -2.447 -2.820
H 1.299 0.764 8.322
H 1.064 2.622 2.315
H -2.318 1.043 2.185
C 1.808 2.126 4.275
H 1.547 3.128 4.618
H -3.272 -0.212 -1.623
C 3.905 3.213 3.523
H 0.520 2.572 6.426
H -4.105 -1.176 -3.623
H -0.985 -5.644 -3.441
H -3.124 0.249 -5.209
C -1.521 -2.751 -4.867
C 0.454 0.821 7.635
C -0.908 -4.859 -4.188
N 0.644 -4.114 -7.293
H -1.441 0.006 -5.682
```

Properties
- Kohn-Sham gap (eV) = 8.550
- total charge = 0
- SMILES string = CN(CCC(=O)O)c1ncnc2[nH]ccc12.CNC(=O)[C@H](CC(C)C)NC(C)=O